No. 1
# C17H47N9O9

A 7-piece molecular cluster, C17H47N9O9 overall in a non-equilibrium geometry (the ωB97M-V functional and the def2-TZVPD basis, the Open Molecules 2025 dataset).

Results
orbital gap	8.4	eV
energy relative to the best compared isomer or geometry (same formula, charge and spin)	0.000	eV
E_HOMO	-8.474	eV
molar mass	521.6	g mol⁻¹
LUMO	-0.1	eV

```
! RIJCOSX wB97M-V def2-TZVPD def2/J DEFGRID3
* xyz 0 1
C 3.978 -1.858 -3.100
C 2.990 -1.243 -2.124
C 3.516 -1.661 -0.723
C 4.691 -0.953 -0.142
C 4.328 0.499 -0.312
C 3.947 1.141 -1.707
N 2.851 0.248 -2.216
O 2.314 0.672 -3.402
C 3.342 2.515 -1.495
C 5.185 1.270 -2.631
C 1.590 -1.910 -2.433
H 3.655 -2.833 -3.464
H 4.892 -2.037 -2.533
H 4.245 -1.183 -3.914
H 2.665 -1.428 -0.083
H 3.826 -2.703 -0.800
H 5.487 -1.233 -0.834
H 4.896 -1.116 0.916
H 5.168 1.160 -0.097
H 3.572 0.824 0.403
H 4.140 3.236 -1.317
H 2.772 2.814 -2.375
H 2.657 2.565 -0.649
H 5.912 2.001 -2.276
H 5.717 0.336 -2.806
H 4.945 1.720 -3.595
H 1.613 -2.922 -2.028
H 1.465 -2.154 -3.488
H 0.618 -1.600 -2.051
H 2.999 0.334 -3.983
C -1.772 3.637 3.237
C -2.409 4.911 2.698
O -1.515 5.977 2.718
O -1.304 3.524 4.540
H -0.934 3.306 2.624
H -2.551 2.891 3.082
H -3.212 5.294 3.327
H -2.884 4.908 1.717
H -2.049 6.727 2.447
H -1.330 4.382 4.969
C -0.200 -1.315 2.760
C -0.645 0.145 2.773
O -1.892 0.356 2.217
O 0.345 -1.718 1.553
H -1.099 -1.888 2.986
H 0.412 -1.482 3.646
H 0.168 0.774 2.409
H -0.798 0.519 3.785
H -1.844 0.676 1.314
H -0.237 -2.468 1.410
C -0.435 -4.788 1.218
O -1.041 -3.784 1.010
N 0.469 -4.937 2.154
N -0.611 -5.910 0.640
H 0.869 -5.842 1.952
H 0.808 -4.218 2.777
H -0.104 -6.784 0.645
H -1.493 -5.860 0.149
C -4.933 -2.369 0.043
O -5.456 -1.201 0.061
N -5.376 -3.427 -0.527
N -3.745 -2.563 0.546
H -6.096 -3.189 -1.194
H -4.676 -4.105 -0.794
H -3.256 -3.423 0.751
H -3.520 -1.787 1.152
C -5.302 3.015 -0.494
O -4.833 3.899 -1.216
N -6.563 2.620 -0.653
N -4.649 2.271 0.320
H -7.024 2.228 0.155
H -7.189 2.882 -1.400
H -3.655 2.394 0.447
H -4.948 1.387 0.707
C -0.475 1.469 -0.806
O -1.451 1.715 -0.169
N -0.409 1.841 -2.074
N 0.425 0.653 -0.455
H 0.020 1.190 -2.716
H -1.132 2.448 -2.434
H 0.325 -0.001 0.308
H 1.225 0.518 -1.056
*
```


No. 2
# C17H47N9O9

A 7-piece molecular cluster, C17H47N9O9 overall in a non-equilibrium geometry (the ωB97M-V functional and the def2-TZVPD basis, the Open Molecules 2025 dataset).

Results
orbital gap	8.2	eV
energy relative to the best compared isomer or geometry (same formula, charge and spin)	0.697	eV
E_HOMO	-8.193	eV
molar mass	521.6	g mol⁻¹
LUMO	0.0	eV

```
! RIJCOSX wB97M-V def2-TZVPD def2/J DEFGRID3
* xyz 0 1
C -0.884 3.900 1.826
C -0.694 3.305 0.450
C -1.927 2.435 0.102
C -2.094 1.993 -1.384
C -2.201 3.270 -2.279
C -0.974 4.188 -2.053
N -0.683 4.374 -0.644
O 0.364 5.305 -0.480
C 0.302 3.465 -2.734
C -1.406 5.554 -2.709
C 0.534 2.485 0.327
H -0.109 4.660 1.925
H -0.832 3.179 2.642
H -1.744 4.569 1.845
H -1.710 1.458 0.535
H -2.823 2.861 0.555
H -2.996 1.390 -1.487
H -1.310 1.321 -1.733
H -3.069 3.787 -1.870
H -2.226 2.946 -3.319
H 1.247 3.904 -2.413
H 0.363 2.389 -2.896
H 0.360 3.756 -3.782
H -0.853 6.409 -2.320
H -1.489 5.755 -3.777
H -2.295 5.855 -2.154
H 1.467 3.000 0.558
H 0.679 1.924 -0.597
H 0.595 1.777 1.153
H -0.057 6.061 -0.064
C -2.828 0.953 4.451
C -2.699 -0.442 3.786
O -1.465 -0.800 3.271
O -1.639 1.301 5.192
H -3.767 1.066 4.993
H -2.918 1.721 3.682
H -3.236 -0.408 2.838
H -3.122 -1.229 4.409
H -0.808 -0.327 3.788
H -1.452 0.589 5.808
C -2.742 -3.229 -2.917
C -1.786 -4.436 -2.900
O -0.527 -3.880 -3.166
O -2.973 -2.819 -4.206
H -2.458 -2.316 -2.393
H -3.742 -3.489 -2.569
H -2.126 -5.262 -3.523
H -1.861 -5.007 -1.974
H -0.511 -3.112 -2.591
H -2.612 -1.931 -4.262
C 0.455 -4.289 4.370
O 1.380 -5.063 4.202
N -0.677 -4.512 4.914
N 0.484 -3.055 3.915
H -1.464 -3.881 4.963
H -0.643 -5.387 5.417
H 1.288 -2.772 3.373
H -0.377 -2.537 4.018
C 0.289 -1.249 -0.772
O -0.149 -1.226 -1.880
N 1.522 -0.998 -0.398
N -0.464 -1.548 0.227
H 1.835 -1.215 0.537
H 2.200 -0.580 -1.019
H -0.047 -1.370 1.130
H -1.436 -1.727 0.021
C 3.495 -2.247 2.203
O 2.359 -1.877 2.151
N 4.250 -2.509 1.162
N 4.248 -2.234 3.227
H 5.253 -2.399 1.220
H 3.834 -2.361 0.254
H 3.849 -1.898 4.091
H 5.170 -2.646 3.230
C 4.640 -2.300 -4.446
O 4.993 -3.438 -4.508
N 4.859 -1.366 -5.298
N 3.823 -1.904 -3.535
H 5.358 -1.685 -6.117
H 4.547 -0.417 -5.150
H 3.306 -2.595 -3.010
H 3.558 -0.935 -3.431
*
```


No. 3
# C17H48N6O5

A 5-piece molecular cluster, C17H48N6O5 overall in a non-equilibrium geometry (the ωB97M-V functional and the def2-TZVPD basis, the Open Molecules 2025 dataset).

Results
orbital gap	9.4	eV
energy relative to the best compared isomer or geometry (same formula, charge and spin)	0.395	eV
E_HOMO	-8.840	eV
molar mass	416.6	g mol⁻¹
LUMO	0.5	eV

```
! RIJCOSX wB97M-V def2-TZVPD def2/J DEFGRID3
* xyz 0 1
C 0.040 -3.214 -3.013
C 0.661 -1.828 -3.268
C 1.154 -1.652 -4.704
O 2.315 -2.433 -4.831
C 2.446 -3.016 -6.132
N -0.308 -0.791 -2.892
H -0.933 -3.417 -3.453
H 0.065 -3.305 -1.928
H 0.756 -3.949 -3.403
H 1.569 -1.810 -2.664
H 1.303 -0.593 -4.941
H 0.356 -1.982 -5.386
H 1.846 -3.937 -6.138
H 3.492 -3.296 -6.231
H 2.112 -2.402 -6.968
H -1.173 -0.847 -3.413
H -0.536 -0.938 -1.915
C 3.619 -0.362 2.046
C 3.031 -1.509 1.246
C 1.662 -1.176 0.672
O 0.973 -2.309 0.156
C 0.569 -3.262 1.130
N 3.983 -1.865 0.182
H 3.855 0.508 1.425
H 4.483 -0.674 2.626
H 2.886 0.023 2.761
H 2.978 -2.368 1.916
H 1.757 -0.415 -0.105
H 1.023 -0.722 1.453
H 1.406 -3.684 1.678
H -0.100 -3.958 0.629
H -0.112 -2.782 1.854
H 4.298 -0.996 -0.241
H 3.609 -2.429 -0.571
C -0.290 1.661 3.828
C 0.162 0.490 4.679
C 0.749 0.947 5.984
O 2.100 1.342 5.762
C 2.792 1.590 6.958
N -0.995 -0.378 4.941
H -0.838 1.274 2.963
H 0.550 2.246 3.453
H -0.971 2.298 4.391
H 0.965 -0.086 4.197
H 0.734 0.196 6.785
H 0.209 1.831 6.359
H 2.736 0.734 7.645
H 2.389 2.470 7.473
H 3.838 1.733 6.692
H -1.407 -0.624 4.043
H -0.649 -1.244 5.341
C -4.286 1.838 -2.273
C -2.859 2.360 -2.396
C -2.839 3.889 -2.453
O -3.191 4.409 -3.694
C -2.069 4.649 -4.538
N -2.049 1.836 -1.274
H -4.942 2.329 -2.990
H -4.664 2.126 -1.283
H -4.318 0.754 -2.359
H -2.407 1.895 -3.278
H -1.871 4.254 -2.071
H -3.522 4.233 -1.660
H -1.333 5.265 -4.014
H -2.457 5.220 -5.378
H -1.621 3.710 -4.870
H -2.159 2.428 -0.447
H -1.074 2.004 -1.524
C -2.401 -0.653 1.346
O -2.189 -1.307 2.360
N -1.548 -0.633 0.264
N -3.466 0.207 1.199
H -0.617 -0.997 0.407
H -1.623 0.180 -0.352
H -3.522 0.601 0.274
H -4.135 0.314 1.933
*
```


No. 4
# C17H49BN4O5P

A 4-piece molecular cluster, C17H49BN4O5P overall in a non-equilibrium geometry (the ωB97M-V functional and the def2-TZVPD basis, the Open Molecules 2025 dataset).

Results
orbital gap	6.9	eV
E_HOMO	-10.371	eV
molar mass	431.4	g mol⁻¹
LUMO	-3.4	eV

```
! RIJCOSX wB97M-V def2-TZVPD def2/J DEFGRID3
* xyz 1 1
C 2.931 0.070 2.560
C 2.344 -1.215 3.276
C 3.464 -2.301 3.251
C 3.190 -3.492 4.261
N 3.437 -4.765 3.519
P 4.478 -5.865 4.324
C 5.740 -6.440 3.067
B 6.672 -7.644 3.676
O 6.194 -8.956 3.820
O 7.983 -7.320 4.014
H 2.223 0.422 1.792
H 3.891 -0.222 2.086
H 3.162 0.862 3.294
H 2.011 -1.019 4.311
H 1.486 -1.587 2.679
H 3.457 -2.756 2.238
H 4.479 -1.878 3.388
H 3.932 -3.372 5.072
H 2.156 -3.379 4.631
H 2.578 -5.203 3.194
H 3.826 -6.958 4.952
H 5.174 -5.141 5.328
H 6.339 -5.544 2.807
H 5.164 -6.822 2.202
H 5.269 -8.897 3.571
H 8.118 -6.379 3.911
C -1.621 -2.760 0.596
C -0.271 -2.372 0.002
C -0.327 -1.980 -1.485
O -0.487 -3.066 -2.382
C -1.809 -3.576 -2.468
N 0.685 -3.466 0.233
H -1.922 -3.772 0.330
H -1.576 -2.726 1.687
H -2.406 -2.072 0.275
H 0.081 -1.493 0.552
H 0.633 -1.527 -1.748
H -1.092 -1.216 -1.669
H -2.559 -2.784 -2.392
H -1.977 -4.335 -1.701
H -1.916 -4.065 -3.437
H 1.609 -3.157 -0.058
H 0.460 -4.208 -0.426
C -2.551 3.311 -4.753
C -3.565 2.999 -3.657
C -3.112 1.901 -2.676
O -3.161 0.578 -3.191
C -2.095 0.238 -4.059
N -4.852 2.666 -4.279
H -2.561 2.574 -5.557
H -2.779 4.274 -5.213
H -1.537 3.367 -4.350
H -3.697 3.916 -3.074
H -3.802 1.905 -1.827
H -2.116 2.113 -2.266
H -1.150 0.690 -3.744
H -2.332 0.522 -5.085
H -1.983 -0.848 -4.042
H -5.556 2.578 -3.550
H -4.775 1.725 -4.657
C -2.757 8.630 -0.340
C -3.622 7.380 -0.467
C -2.924 6.083 -0.014
O -1.948 5.581 -0.915
C -0.707 6.263 -0.881
N -4.109 7.278 -1.847
H -2.034 8.725 -1.150
H -3.381 9.524 -0.374
H -2.213 8.641 0.608
H -4.488 7.520 0.187
H -3.685 5.300 0.052
H -2.496 6.188 0.991
H -0.441 6.580 0.131
H -0.722 7.119 -1.557
H 0.061 5.578 -1.245
H -4.781 6.517 -1.905
H -3.333 6.961 -2.424
*
```


No. 5
# C17H49NO5PSi4

A 3-piece molecular cluster, C17H49NO5PSi4 overall (the ωB97M-V functional and the def2-TZVPD basis, the Open Molecules 2025 dataset).

Results
orbital gap	5.9	eV
E_HOMO	-4.037	eV
molar mass	490.9	g mol⁻¹
LUMO	1.8	eV

```
! RIJCOSX wB97M-V def2-TZVPD def2/J DEFGRID3
* xyz -1 1
C -0.620 2.224 5.808
C -2.079 2.343 5.351
C -2.613 3.753 5.662
C -2.899 1.241 6.021
C -4.360 1.045 5.513
N -4.688 1.882 4.374
P -6.194 2.268 4.204
O -7.351 1.319 4.147
O -6.559 3.384 5.363
O -6.244 3.190 2.850
H -0.255 1.196 5.740
H 0.034 2.881 5.230
H -0.532 2.526 6.858
H -2.118 2.194 4.273
H -1.812 4.418 5.995
H -3.400 3.720 6.417
H -3.076 4.196 4.781
H -2.900 1.450 7.098
H -2.366 0.292 5.899
H -4.477 -0.017 5.245
H -5.037 1.196 6.367
H -7.518 3.435 5.420
H -6.984 2.850 2.341
O -2.016 0.019 -0.408
Si -1.044 -1.077 -1.125
C -2.031 -2.563 -1.696
C 0.281 -1.651 0.064
C -0.237 -0.287 -2.615
Si -3.055 0.189 0.882
C -3.719 1.916 0.884
C -2.148 -0.139 2.474
C -4.451 -1.045 0.706
H -2.448 -3.110 -0.849
H -1.397 -3.251 -2.263
H -2.860 -2.259 -2.338
H 0.836 -0.803 0.469
H 0.989 -2.313 -0.440
H -0.156 -2.199 0.902
H 0.366 0.577 -2.329
H -0.983 0.048 -3.338
H 0.417 -1.008 -3.114
H -2.915 2.650 0.979
H -4.374 2.050 1.748
H -4.276 2.140 -0.030
H -1.765 -1.160 2.554
H -2.837 0.050 3.302
H -1.307 0.550 2.581
H -4.098 -2.077 0.782
H -4.963 -0.935 -0.253
H -5.179 -0.877 1.503
O 4.796 -0.816 -4.136
Si 4.685 -2.158 -3.188
C 6.391 -2.692 -2.636
C 3.894 -3.554 -4.149
C 3.639 -1.745 -1.709
Si 5.454 -0.268 -5.538
C 4.969 1.517 -5.753
C 4.815 -1.270 -6.982
C 7.317 -0.409 -5.472
H 7.004 -3.022 -3.478
H 6.315 -3.523 -1.932
H 6.918 -1.875 -2.138
H 2.926 -3.253 -4.554
H 3.733 -4.415 -3.496
H 4.521 -3.879 -4.982
H 2.637 -1.436 -2.011
H 4.077 -0.935 -1.122
H 3.542 -2.619 -1.060
H 3.885 1.631 -5.800
H 5.393 1.910 -6.680
H 5.334 2.130 -4.927
H 5.146 -2.310 -6.928
H 5.176 -0.852 -7.924
H 3.723 -1.269 -7.009
H 7.640 -1.452 -5.423
H 7.721 0.107 -4.598
H 7.764 0.037 -6.364
*
```


No. 6
# C17H50N3O5P

A 6-piece molecular cluster, C17H50N3O5P overall (the ωB97M-V functional and the def2-TZVPD basis, the Open Molecules 2025 dataset).

Results
orbital gap	9.5	eV
E_HOMO	-8.739	eV
molar mass	407.6	g mol⁻¹
LUMO	0.7	eV

```
! RIJCOSX wB97M-V def2-TZVPD def2/J DEFGRID3
* xyz 0 1
N -7.311 1.975 0.834
C -8.256 0.904 0.549
N -9.042 1.345 -0.594
N -9.110 0.746 1.733
C -7.572 -0.445 0.211
P -6.381 -0.520 -1.204
H -6.672 2.107 0.054
H -6.739 1.742 1.638
H -9.995 1.008 -0.551
H -9.081 2.357 -0.569
H -9.977 0.286 1.478
H -8.668 0.151 2.427
H -7.036 -0.798 1.099
H -8.349 -1.183 -0.004
H -6.999 0.473 -1.990
H -5.409 0.347 -0.661
C -5.387 5.177 -2.659
C -4.664 3.844 -2.559
C -4.259 3.304 -3.918
O -5.466 2.884 -1.858
H -6.303 5.070 -3.249
H -5.658 5.541 -1.669
H -4.758 5.924 -3.146
H -3.771 3.955 -1.946
H -5.142 3.148 -4.545
H -3.741 2.352 -3.807
H -3.596 4.002 -4.432
H -6.267 2.743 -2.378
C -0.555 1.441 -2.713
C -0.277 2.815 -2.123
C 0.820 2.769 -1.076
O -1.475 3.388 -1.591
H -0.885 0.755 -1.927
H -1.337 1.497 -3.470
H 0.344 1.023 -3.168
H 0.010 3.500 -2.924
H 0.529 2.114 -0.249
H 1.008 3.765 -0.673
H 1.750 2.375 -1.483
H -1.774 2.824 -0.869
C 5.100 -0.947 -0.580
C 4.123 0.020 -1.225
C 4.721 0.730 -2.428
O 3.633 0.964 -0.271
H 5.983 -0.405 -0.226
H 4.644 -1.445 0.275
H 5.435 -1.700 -1.295
H 3.229 -0.526 -1.538
H 5.595 1.314 -2.123
H 3.996 1.409 -2.877
H 5.044 0.015 -3.186
H 4.384 1.475 0.053
C 3.702 -0.646 4.285
C 4.063 -2.065 3.889
C 4.763 -2.841 4.989
O 4.877 -2.066 2.703
H 4.606 -0.089 4.552
H 3.209 -0.130 3.462
H 3.040 -0.643 5.152
H 3.159 -2.598 3.584
H 5.699 -2.345 5.262
H 5.012 -3.835 4.625
H 4.157 -2.935 5.891
H 5.698 -1.606 2.915
C 7.676 -5.042 0.835
C 6.846 -5.552 2.002
C 5.635 -6.343 1.535
O 6.454 -4.481 2.853
H 7.074 -4.375 0.211
H 8.542 -4.487 1.195
H 8.025 -5.865 0.208
H 7.469 -6.187 2.637
H 4.983 -5.707 0.930
H 5.063 -6.706 2.390
H 5.933 -7.199 0.927
H 5.878 -3.868 2.371
*
```


Among the records above, which one has the highest LUMO?
C17H49NO5PSi4


What is the formula in the second record?
C17H47N9O9


Copy entry 3 word for word.
# C17H48N6O5

A 5-piece molecular cluster, C17H48N6O5 overall in a non-equilibrium geometry (the ωB97M-V functional and the def2-TZVPD basis, the Open Molecules 2025 dataset).

Results
orbital gap	9.4	eV
energy relative to the best compared isomer or geometry (same formula, charge and spin)	0.395	eV
E_HOMO	-8.840	eV
molar mass	416.6	g mol⁻¹
LUMO	0.5	eV

```
! RIJCOSX wB97M-V def2-TZVPD def2/J DEFGRID3
* xyz 0 1
C 0.040 -3.214 -3.013
C 0.661 -1.828 -3.268
C 1.154 -1.652 -4.704
O 2.315 -2.433 -4.831
C 2.446 -3.016 -6.132
N -0.308 -0.791 -2.892
H -0.933 -3.417 -3.453
H 0.065 -3.305 -1.928
H 0.756 -3.949 -3.403
H 1.569 -1.810 -2.664
H 1.303 -0.593 -4.941
H 0.356 -1.982 -5.386
H 1.846 -3.937 -6.138
H 3.492 -3.296 -6.231
H 2.112 -2.402 -6.968
H -1.173 -0.847 -3.413
H -0.536 -0.938 -1.915
C 3.619 -0.362 2.046
C 3.031 -1.509 1.246
C 1.662 -1.176 0.672
O 0.973 -2.309 0.156
C 0.569 -3.262 1.130
N 3.983 -1.865 0.182
H 3.855 0.508 1.425
H 4.483 -0.674 2.626
H 2.886 0.023 2.761
H 2.978 -2.368 1.916
H 1.757 -0.415 -0.105
H 1.023 -0.722 1.453
H 1.406 -3.684 1.678
H -0.100 -3.958 0.629
H -0.112 -2.782 1.854
H 4.298 -0.996 -0.241
H 3.609 -2.429 -0.571
C -0.290 1.661 3.828
C 0.162 0.490 4.679
C 0.749 0.947 5.984
O 2.100 1.342 5.762
C 2.792 1.590 6.958
N -0.995 -0.378 4.941
H -0.838 1.274 2.963
H 0.550 2.246 3.453
H -0.971 2.298 4.391
H 0.965 -0.086 4.197
H 0.734 0.196 6.785
H 0.209 1.831 6.359
H 2.736 0.734 7.645
H 2.389 2.470 7.473
H 3.838 1.733 6.692
H -1.407 -0.624 4.043
H -0.649 -1.244 5.341
C -4.286 1.838 -2.273
C -2.859 2.360 -2.396
C -2.839 3.889 -2.453
O -3.191 4.409 -3.694
C -2.069 4.649 -4.538
N -2.049 1.836 -1.274
H -4.942 2.329 -2.990
H -4.664 2.126 -1.283
H -4.318 0.754 -2.359
H -2.407 1.895 -3.278
H -1.871 4.254 -2.071
H -3.522 4.233 -1.660
H -1.333 5.265 -4.014
H -2.457 5.220 -5.378
H -1.621 3.710 -4.870
H -2.159 2.428 -0.447
H -1.074 2.004 -1.524
C -2.401 -0.653 1.346
O -2.189 -1.307 2.360
N -1.548 -0.633 0.264
N -3.466 0.207 1.199
H -0.617 -0.997 0.407
H -1.623 0.180 -0.352
H -3.522 0.601 0.274
H -4.135 0.314 1.933
*
```